1.
103
Properties=species:S:1:pos:R:3:forces:R:3:mulliken_charge:R:1 method="wB97M-V/def2-TZVPD" multiplicity=1 relative_energy_ev=0.000 charge=-1 energy_ha=-4023.1267 lumo_ev=2.00
N 2.025607 -1.330844 -1.567102 -1.88 1.01 -1.19 -0.35
C 0.990975 -0.738799 -2.104977 0.99 -0.62 0.64 -0.05
N 0.678533 -0.955364 -3.535253 -1.10 -0.01 1.47 -0.69
N 0.136779 0.099755 -1.256303 0.66 -1.01 -1.05 -0.17
C -0.916885 -0.689514 -0.546433 0.13 -1.08 0.54 -0.89
C -1.857099 -1.561834 -1.505780 0.06 0.61 -0.26 -0.11
C -2.662402 -0.592627 -2.501002 -0.52 0.00 -0.13 -0.60
C -4.253975 -0.559155 -2.282639 0.38 0.24 -1.54 -0.40
Ga -4.882482 -0.568809 -0.315898 -0.02 -0.36 -0.45 -0.15
C -5.941341 -2.303593 0.036290 -0.33 -1.06 0.51 0.10
C -5.828233 -3.365527 -1.172128 -0.29 0.23 -0.16 -0.47
C -6.941034 -3.148537 -2.300935 -1.56 0.85 0.74 0.44
N -6.538619 -3.393902 -3.682107 0.55 1.21 1.47 -0.64
O -8.107239 -2.781314 -2.003348 3.47 -1.24 -1.29 -0.55
C -5.909418 1.178672 0.085658 -1.57 1.47 -0.04 -0.46
C -6.164727 2.099567 -1.176211 2.42 1.19 2.35 0.43
O -5.372709 3.029867 -1.390655 -3.33 -2.80 -0.77 -0.55
F -7.318482 1.835357 -1.975788 2.08 0.54 1.10 -0.28
H 2.520876 -1.880356 -2.289184 -0.44 0.27 0.29 0.17
H -0.212596 -0.479271 -3.775974 0.78 -0.28 0.31 0.38
H 0.430054 -1.962891 -3.589704 0.47 0.85 -0.19 0.35
H -0.244744 0.906648 -1.761753 0.05 -0.69 0.11 0.37
H -1.507816 0.036357 0.110607 0.61 -1.14 -1.17 0.32
H -0.375849 -1.418842 0.161567 -0.68 1.19 -0.98 0.19
H -2.515833 -2.206133 -0.837423 0.55 0.99 -0.94 0.33
H -1.271296 -2.298276 -2.171861 -0.48 1.05 1.29 0.30
H -2.427037 -0.920929 -3.578465 -0.29 0.54 1.33 0.25
H -2.300224 0.498768 -2.409839 -0.33 -1.65 0.00 0.18
H -4.633237 0.399682 -2.803840 0.48 -1.41 0.66 0.48
H -4.705132 -1.427792 -2.892510 0.58 1.22 0.89 -0.21
H -3.588725 -0.589176 0.624134 -0.02 0.11 0.21 -0.29
H -5.441335 -2.812343 0.943397 -0.71 0.72 -1.28 0.31
H -7.026861 -2.119233 0.365287 1.56 -0.45 -0.74 -0.40
H -5.922258 -4.422781 -0.759065 -0.03 1.14 -0.72 0.40
H -4.803219 -3.273483 -1.672526 -1.33 -0.24 0.70 0.14
H -5.512697 -3.287662 -3.772207 -0.84 -0.34 0.26 0.35
H -6.932314 -2.697618 -4.328796 -0.32 -0.58 0.55 0.28
H -5.276651 1.806178 0.809222 -0.84 -0.81 -1.34 0.25
H -6.872583 0.928418 0.666272 1.19 0.31 -1.21 0.30
C -10.848565 -5.401208 1.496161 -0.10 0.03 -0.10 -0.73
O -11.860446 -4.478844 1.875803 0.30 -0.01 0.19 -0.38
C -11.537091 -3.777160 3.074060 -0.27 0.26 -0.37 -0.47
C -10.995495 -2.382169 2.775228 0.49 -0.21 0.10 -0.56
O -9.749514 -2.441146 2.091632 -0.55 -0.12 0.07 -0.31
C -9.884430 -2.243040 0.687823 0.25 0.05 -0.09 -0.29
H -11.020917 -5.686457 0.456607 -0.07 0.05 0.10 0.26
H -9.848378 -4.967762 1.573814 -0.06 0.02 0.01 0.31
H -10.910227 -6.296399 2.122729 0.09 -0.07 0.02 0.32
H -10.825549 -4.350121 3.678349 0.05 0.07 -0.06 0.31
H -12.463709 -3.679269 3.646974 -0.02 0.01 0.05 0.37
H -10.817820 -1.863945 3.723398 -0.05 -0.01 0.04 0.39
H -11.724954 -1.794087 2.204642 0.01 -0.14 0.00 0.32
H -10.025514 -1.177297 0.477169 -0.03 -0.03 -0.08 0.37
H -10.718748 -2.811384 0.269024 -0.01 0.01 0.08 0.38
H -8.964978 -2.575571 0.206675 -0.15 0.08 0.06 -0.32
C 3.962829 -1.577416 0.898077 0.02 0.18 -0.03 -0.24
O 5.129952 -1.587073 1.715880 0.01 -0.44 0.05 -0.31
C 5.273282 -2.799713 2.448653 0.37 0.38 -0.22 -0.53
C 6.273224 -3.739261 1.780769 -0.42 -0.18 0.02 -0.47
O 5.806701 -4.184628 0.510394 0.18 0.30 0.07 -0.38
C 6.385377 -3.462009 -0.566093 -0.05 -0.12 -0.04 -0.68
H 4.060544 -0.767992 0.173865 -0.04 -0.07 0.14 -0.36
H 3.836320 -2.514710 0.351784 0.01 0.05 0.05 0.40
H 3.080316 -1.391775 1.516021 -0.10 -0.03 -0.11 0.37
H 4.303024 -3.290795 2.578698 0.06 -0.04 -0.08 0.32
H 5.651168 -2.532238 3.439593 0.02 -0.05 0.06 0.37
H 6.393419 -4.628376 2.408114 0.00 0.01 0.02 0.38
H 7.255941 -3.260524 1.687912 -0.12 0.05 -0.01 0.30
H 7.407399 -3.815734 -0.742517 0.04 0.09 -0.04 0.33
H 6.398807 -2.385245 -0.380214 -0.02 -0.04 0.05 0.26
H 5.789693 -3.651022 -1.460884 0.01 -0.07 0.10 0.26
C 7.129688 3.297163 -2.845690 0.07 -0.17 0.04 -0.74
O 7.240457 2.435282 -1.722846 -0.21 0.29 -0.09 -0.41
C 6.535304 2.928923 -0.584241 -0.01 -0.53 0.01 -0.36
C 5.184153 2.239087 -0.422598 -0.12 0.41 -0.10 -0.10
O 4.306686 2.546776 -1.502071 0.40 -0.13 -0.02 -0.41
C 4.257957 1.513338 -2.476799 -0.23 -0.06 0.02 -0.33
H 7.440725 2.741912 -3.732976 0.04 -0.01 0.12 0.24
H 6.104237 3.643926 -2.997060 0.02 -0.01 0.06 0.34
H 7.792880 4.158279 -2.717974 -0.03 0.11 -0.07 0.31
H 6.414059 4.016055 -0.645436 -0.08 -0.04 -0.04 0.29
H 7.149487 2.707381 0.292779 -0.02 0.02 0.05 0.29
H 4.709301 2.607202 0.492024 0.04 -0.03 0.01 0.38
H 5.309556 1.154450 -0.320363 0.08 0.11 -0.04 -0.07
H 3.631413 0.691909 -2.113533 0.06 -0.03 -0.07 -0.08
H 5.252332 1.132387 -2.724890 0.02 0.05 0.05 0.33
H 3.808515 1.922099 -3.383867 -0.02 0.04 0.11 0.30
C 7.386149 7.970068 1.776332 0.11 0.10 0.01 -0.68
O 8.189706 7.870819 2.944278 -0.22 -0.28 -0.08 -0.38
C 7.646097 6.968404 3.905485 0.48 0.04 -0.04 -0.50
C 8.339162 5.610257 3.850053 -0.43 -0.06 -0.10 -0.52
O 8.094684 4.947734 2.612937 0.23 0.32 0.04 -0.27
C 9.175104 5.079457 1.700789 -0.06 -0.16 -0.04 -0.68
H 7.982853 8.439498 0.991702 0.00 0.01 0.14 0.25
H 7.056647 6.990572 1.420436 0.00 0.02 0.06 0.27
H 6.514201 8.598331 1.979713 -0.09 -0.03 -0.08 0.33
H 6.565146 6.860493 3.767231 0.06 -0.07 -0.04 0.32
H 7.817303 7.409794 4.891044 -0.02 -0.02 0.04 0.38
H 7.929577 4.974485 4.641163 0.00 0.03 0.01 0.35
H 9.416392 5.714169 4.029133 -0.09 0.08 -0.06 0.34
H 9.982710 4.395666 1.984058 0.07 0.06 -0.06 0.30
H 9.559877 6.101573 1.659922 -0.04 -0.01 0.06 0.41
H 8.816148 4.805304 0.707086 -0.03 -0.06 0.11 0.10



2.
104
Properties=species:S:1:pos:R:3:forces:R:3:mulliken_charge:R:1 method="wB97M-V/def2-TZVPD" multiplicity=1 relative_energy_ev=0.000 charge=+2 energy_ha=-4467.6080 lumo_ev=-6.63
Au -0.103683 0.407055 1.174240 0.44 -0.08 -1.09 2.97
C -0.092727 -1.235683 5.555488 0.01 0.06 -0.08 -1.17
O 0.197687 -0.779235 4.226412 -0.19 -0.22 0.28 0.14
Si 1.496048 0.233494 3.995368 0.75 -0.12 0.24 -0.37
C 2.993302 -0.574053 4.797846 0.01 0.10 0.07 -1.13
C 1.228326 1.882992 4.829902 0.11 -0.03 -0.05 -0.85
C 1.782956 0.315219 2.133720 -0.74 0.33 0.11 -1.19
Si 2.855350 1.789701 1.487506 0.29 -0.27 0.06 0.12
C 3.177712 1.534784 -0.343094 0.04 0.03 -0.05 -0.54
C 4.431015 1.804278 2.504400 0.11 -0.02 -0.05 -1.12
C 2.160305 3.511614 1.634439 -0.23 0.09 0.10 -0.67
Si 2.312064 -1.413995 1.419796 0.45 0.05 0.19 -0.27
C 1.931839 -1.676961 -0.407760 0.05 -0.05 0.00 0.14
C 4.177322 -1.527320 1.589914 -0.02 -0.11 -0.15 -1.18
C 1.602765 -2.873200 2.380634 -0.13 -0.10 0.18 -0.88
H 0.168168 -2.291843 5.661088 0.03 0.05 -0.07 0.29
H -1.158818 -1.115426 5.753470 0.00 0.02 -0.05 0.35
H 0.450934 -0.675468 6.324380 -0.03 -0.03 -0.12 0.32
H 3.035140 -0.332773 5.865668 -0.04 -0.02 -0.09 0.47
H 3.928263 -0.214152 4.359478 -0.10 -0.05 0.10 0.39
H 2.971913 -1.665400 4.714934 0.02 0.13 -0.04 0.32
H 1.161432 1.724383 5.912232 -0.01 -0.01 -0.10 0.38
H 0.328963 2.413242 4.526722 0.03 0.05 0.01 0.20
H 2.084926 2.546063 4.662122 -0.08 -0.10 0.02 0.33
H 3.781836 0.652708 -0.571676 -0.08 0.09 0.03 0.38
H 3.718288 2.405628 -0.732656 -0.07 -0.09 0.04 0.57
H 2.230975 1.461566 -0.894581 0.07 -0.02 -0.01 -0.21
H 5.054724 0.914751 2.393872 -0.10 0.08 0.04 0.35
H 4.206785 1.937192 3.567668 0.05 0.01 -0.09 0.28
H 5.039116 2.662813 2.198654 -0.08 -0.05 0.00 0.44
H 2.939509 4.171626 1.231818 -0.08 -0.07 0.07 0.40
H 1.262790 3.666781 1.031141 0.08 0.03 0.07 -0.03
H 1.950687 3.835794 2.659144 0.03 -0.07 -0.17 0.31
H 2.755212 -1.278087 -1.007620 -0.08 -0.02 0.07 0.59
H 1.010185 -1.237987 -0.787366 0.05 -0.09 -0.05 -0.92
H 1.900138 -2.760740 -0.582748 0.04 0.12 0.03 0.50
H 4.701793 -0.868345 0.893127 -0.04 -0.07 0.10 0.36
H 4.443997 -2.561213 1.332809 -0.01 0.12 0.01 0.47
H 4.537536 -1.337383 2.600254 -0.03 -0.03 -0.06 0.40
H 0.654814 -2.679186 2.892594 0.26 -0.07 -0.09 0.01
H 2.309612 -3.168974 3.164834 -0.10 0.04 -0.12 0.51
H 1.496036 -3.737273 1.713706 0.02 0.08 0.07 0.50
N -3.517880 -3.938415 0.899151 0.16 0.10 0.12 -0.05
C -3.686305 -3.056762 2.114753 0.07 0.03 -0.07 -0.96
C -2.963671 -1.739286 1.868794 0.11 -0.03 -0.09 -0.26
N -1.555472 -1.908903 1.516685 -0.23 -0.02 -0.02 0.51
C -1.373708 -2.825573 0.395229 0.06 0.10 0.07 0.48
C -2.057354 -4.171273 0.593538 -0.04 0.10 0.02 -1.17
H -3.957592 -3.486086 0.096724 -0.05 0.04 -0.07 0.35
H -3.997940 -4.825250 1.035605 -0.06 -0.13 0.03 0.37
H -3.255884 -3.602164 2.952859 0.01 -0.04 0.02 0.34
H -4.750193 -2.913656 2.289198 -0.05 -0.02 -0.03 0.49
H -3.043456 -1.129383 2.766530 0.00 0.01 0.00 0.16
H -3.466153 -1.189496 1.063630 0.05 -0.03 0.03 0.12
H -1.003805 -2.161560 2.333595 -0.08 0.02 -0.11 -0.36
H -0.309955 -3.003409 0.234920 -0.06 0.02 0.01 -0.41
H -1.744967 -2.331902 -0.511856 0.01 -0.02 0.06 -0.05
H -1.646026 -4.708206 1.446358 0.00 -0.04 0.04 0.41
H -1.991572 -4.800166 -0.291442 -0.03 -0.02 -0.03 0.46
O -0.601178 -0.026355 -1.070204 -0.39 0.13 0.24 0.46
P -0.827541 0.642956 -2.412708 0.22 -0.02 0.03 -2.50
N -0.089935 2.097294 -2.514170 -0.17 0.08 0.17 0.64
C -0.378063 3.103107 -1.465704 0.12 -0.05 -0.03 1.04
C 0.200982 4.398456 -2.027023 0.04 -0.02 -0.08 -0.73
C 0.018432 4.227374 -3.538896 0.00 -0.02 0.11 -0.85
C 0.373525 2.760046 -3.755200 0.02 0.03 0.01 -0.58
N -2.443033 0.785832 -2.641369 -0.08 0.05 0.06 0.82
C -3.002358 1.667543 -3.686540 0.00 -0.07 0.02 -0.19
C -4.325346 1.000951 -4.043682 -0.05 -0.06 0.05 -0.82
C -4.763876 0.367972 -2.719290 0.01 0.04 -0.03 -0.78
C -3.452408 -0.142462 -2.116206 0.01 0.02 -0.06 0.56
N -0.224762 -0.190929 -3.683474 0.13 -0.05 -0.10 0.12
C 1.238596 -0.314583 -3.913092 -0.14 -0.15 -0.07 0.07
C 1.404477 -1.731607 -4.466110 -0.05 0.06 -0.06 -0.73
C 0.065397 -1.994225 -5.161762 0.06 0.01 0.07 -0.82
C -0.939229 -1.378633 -4.194114 0.09 0.01 0.02 0.07
H 0.083696 2.807413 -0.518280 -0.03 0.03 -0.06 -1.42
H -1.455211 3.195025 -1.304481 -0.07 0.00 0.00 0.27
H 1.264276 4.471048 -1.781509 -0.04 -0.01 -0.02 0.29
H -0.299339 5.278224 -1.624710 0.01 -0.02 -0.02 0.47
H 0.648543 4.892134 -4.126245 0.00 0.00 0.01 0.45
H -1.021880 4.411639 -3.818140 0.01 -0.01 0.02 0.27
H 1.455683 2.642534 -3.852560 0.00 -0.02 0.01 0.34
H -0.093604 2.322228 -4.637516 0.00 0.02 0.04 0.39
H -2.329509 1.746191 -4.542992 -0.01 -0.03 0.02 0.26
H -3.163887 2.672313 -3.285145 0.02 0.01 -0.01 0.28
H -4.161555 0.222837 -4.792612 0.00 0.01 0.00 0.28
H -5.050361 1.706270 -4.445920 0.00 -0.02 0.02 0.43
H -5.491113 -0.431490 -2.854699 -0.01 0.02 0.01 0.43
H -5.210587 1.122512 -2.066080 0.05 -0.02 -0.04 0.34
H -3.252043 -1.175680 -2.436888 0.00 0.08 -0.02 0.21
H -3.458858 -0.119821 -1.025461 0.00 -0.04 0.01 -0.85
H 1.797487 -0.155758 -2.990164 0.01 0.01 0.03 -0.17
H 1.566159 0.431253 -4.639886 -0.03 -0.02 0.00 0.36
H 1.550272 -2.439570 -3.647560 -0.01 -0.02 0.02 0.17
H 2.258783 -1.811340 -5.136450 -0.02 -0.01 0.02 0.48
H -0.132152 -3.049167 -5.347250 0.03 0.02 0.01 0.42
H 0.028774 -1.469299 -6.117992 -0.01 0.00 0.01 0.34
H -1.162697 -2.086565 -3.379970 0.02 0.05 -0.07 0.03
H -1.880199 -1.095260 -4.669194 0.05 0.01 0.01 0.04
Cl -1.079651 3.837190 2.627168 0.15 0.17 -0.15 -0.23
Si -1.429039 1.896414 2.284570 0.10 -0.13 0.69 0.39
Cl -2.876746 1.728028 0.868717 -0.36 0.04 -0.30 -0.13
Cl -2.152193 1.102435 4.004666 -0.23 0.06 0.10 -0.27